Entry 1:
Here is C5H13N3 in the gas phase in a non-equilibrium geometry from OMol25. Energies are from the ωB97M-V functional and the def2-TZVPD basis.

Geometry as XYZ:
```
21
Properties=species:S:1:pos:R:3:mulliken_charge:R:1
C -2.685 0.886 -0.333 -0.760
C 2.792 -0.387 0.216 -0.790
C -0.631 -1.937 0.171 -1.302
N -1.735 0.679 0.746 -0.499
N 1.622 -0.847 -0.497 -0.333
C -0.059 0.664 0.186 0.423
C -0.002 -0.607 0.033 0.032
N 0.510 1.839 -0.097 -0.369
H -1.671 1.540 1.289 0.310
H 1.742 -1.147 -1.461 0.159
H 0.931 2.310 0.692 0.246
H 0.995 1.845 -0.987 0.250
H -3.624 1.301 0.058 0.353
H -2.317 1.580 -1.105 0.263
H -2.917 -0.065 -0.821 0.233
H 3.074 0.653 -0.015 0.226
H 3.660 -1.025 0.005 0.326
H 2.618 -0.435 1.297 0.250
H 0.036 -2.604 0.724 0.343
H -1.572 -1.869 0.717 0.357
H -0.769 -2.374 -0.820 0.285
```

Output
HOMO level   -7.8562 eV
Relative energy (zero: lowest compared OMol25 entry of this formula, charge and spin)   96.5 kcal/mol
SMILES   CN/C(C)=C(\N)NC


Entry 2:
Here is C38H54AsCrN4O5P2 as an isolated structure in a non-equilibrium geometry from OMol25. Energies are from the ωB97M-V functional and the def2-TZVPD basis.

Geometry as XYZ:
```
105
Properties=species:S:1:pos:R:3:mulliken_charge:R:1
Cr 0.776 1.402 -0.597 0.232
C 2.158 3.919 1.044 -1.005
C 2.070 2.730 2.003 0.502
N 0.841 1.995 1.776 0.321
C -0.397 2.664 2.145 -1.022
C -1.424 2.566 1.002 0.332
N -0.819 2.824 -0.313 -0.031
C -0.502 4.259 -0.503 -0.777
C 0.942 4.445 -0.992 -0.803
N 1.807 3.491 -0.313 0.134
H 1.474 4.710 1.362 0.372
H 3.174 4.326 1.083 0.431
H 2.889 2.051 1.771 -0.934
H 2.171 3.089 3.038 0.593
H 0.906 1.083 2.217 -0.272
H -0.858 2.210 3.029 0.615
H -0.194 3.710 2.381 0.430
H -1.823 1.551 0.985 -0.868
H -2.257 3.255 1.197 0.605
H -1.516 2.568 -1.013 0.317
H -1.188 4.729 -1.217 0.542
H -0.626 4.769 0.454 0.305
H 0.984 4.261 -2.064 0.260
H 1.252 5.485 -0.816 0.476
H 2.669 3.357 -0.831 0.056
N 1.652 1.961 -2.840 -0.292
C 1.695 0.728 -3.635 -1.122
C 2.740 -0.246 -3.112 -1.265
C 2.768 -0.633 -1.614 1.153
O 3.358 -1.652 -1.314 -0.708
O 2.239 0.161 -0.754 0.407
H 1.168 2.664 -3.393 0.254
H 2.619 2.260 -2.725 0.128
H 1.948 0.951 -4.685 0.481
H 0.688 0.306 -3.626 0.505
H 3.730 0.184 -3.296 0.403
H 2.671 -1.178 -3.673 0.406
C -2.337 -0.987 -0.159 -0.606
C -2.753 -1.072 -1.613 -1.590
As -4.602 -1.811 -1.844 0.196
C -4.392 -3.483 -0.847 0.093
C -3.192 -4.179 -0.764 0.047
C -3.122 -5.392 -0.100 -0.656
C -4.257 -5.937 0.476 -0.637
C -5.467 -5.273 0.367 -0.559
C -5.533 -4.062 -0.297 -0.348
C -5.384 -0.660 -0.446 -0.088
C -5.767 0.613 -0.856 -0.381
C -6.329 1.510 0.035 -0.815
C -6.526 1.137 1.354 -0.429
C -6.142 -0.125 1.777 -0.791
C -5.569 -1.015 0.883 0.329
P -0.524 -0.607 0.067 0.697
C 0.109 -2.154 -0.654 2.241
C 0.361 -3.312 0.069 -0.828
C 0.760 -4.457 -0.595 -0.993
C 0.910 -4.458 -1.972 -1.086
C 0.663 -3.306 -2.698 -0.809
C 0.268 -2.161 -2.037 -1.226
C -0.363 -0.915 1.862 0.502
C 0.928 -1.170 2.333 -0.796
C 1.171 -1.323 3.687 -0.717
C 0.125 -1.212 4.594 -0.990
C -1.156 -0.956 4.136 -0.587
C -1.401 -0.800 2.782 -0.698
H -2.510 -1.950 0.339 0.763
H -2.947 -0.230 0.345 0.708
H -2.090 -1.735 -2.171 0.431
H -2.717 -0.084 -2.086 0.495
H -2.294 -3.785 -1.225 0.357
H -2.177 -5.913 -0.039 0.474
H -4.201 -6.882 0.996 0.408
H -6.361 -5.703 0.795 0.409
H -6.484 -3.548 -0.394 0.463
H -5.626 0.892 -1.896 0.405
H -6.631 2.491 -0.303 0.449
H -6.993 1.822 2.046 0.433
H -6.300 -0.421 2.805 0.440
H -5.272 -1.997 1.228 0.408
H 0.256 -3.327 1.145 0.397
H 0.962 -5.349 -0.026 0.508
H 1.230 -5.355 -2.477 0.483
H 0.783 -3.298 -3.770 0.527
H 0.078 -1.247 -2.585 0.469
H 1.728 -1.272 1.610 0.707
H 2.171 -1.529 4.039 0.521
H 0.308 -1.326 5.651 0.407
H -1.976 -0.875 4.836 0.479
H -2.411 -0.608 2.455 0.481
C 5.941 3.807 -0.669 -0.749
O 5.745 2.672 0.129 -0.430
P 4.577 1.550 -0.344 0.499
O 5.148 0.410 0.640 -0.444
C 4.594 0.041 1.879 -0.232
O 5.241 1.022 -1.731 -0.230
C 6.416 0.211 -1.721 -0.849
H 6.985 4.100 -0.566 0.277
H 5.302 4.632 -0.338 0.228
H 5.736 3.601 -1.723 0.304
H 5.161 -0.827 2.217 0.334
H 3.545 -0.236 1.770 -0.235
H 4.692 0.838 2.622 0.386
H 6.891 0.325 -2.693 0.282
H 6.132 -0.828 -1.559 0.208
H 7.100 0.528 -0.934 0.391
```

Output
HOMO level (alpha / beta)   -10.0639 / -10.4417 eV
Total charge   +1
Spin multiplicity   5
Relative energy (zero: lowest compared OMol25 entry of this formula, charge and spin)   33.0 kcal/mol


Entry 3:
Here is a 3-piece molecular cluster, CH4IN4 overall in a non-equilibrium geometry from OMol25. Energies are from the ωB97M-V functional and the def2-TZVPD basis.

Geometry as XYZ:
```
10
Properties=species:S:1:pos:R:3:mulliken_charge:R:1
C -1.287 1.231 -0.862 0.214
N 1.198 0.872 2.380 -0.651
N 0.289 0.783 1.646 1.030
N -1.189 0.385 -1.670 0.010
N -0.721 0.803 1.111 -0.554
I 0.817 -2.452 -1.260 -0.024
H -2.131 2.048 -0.798 0.361
H 1.669 0.240 3.105 0.369
H -0.635 -0.502 -1.799 0.073
H 1.992 -3.409 -1.853 0.172
```

Output
HOMO level   -13.9311 eV
Total charge   +1
Relative energy (zero: lowest compared OMol25 entry of this formula, charge and spin)   65.8 kcal/mol


Entry 4:
Here is a 6-piece molecular cluster, H12O6 overall in a non-equilibrium geometry from OMol25. Energies are from the ωB97M-V functional and the def2-TZVPD basis.

Geometry as XYZ:
```
18
Properties=species:S:1:pos:R:3:mulliken_charge:R:1
O -1.101 -1.083 -0.893 -0.656
H -1.477 -0.325 -1.351 0.343
H -1.878 -1.603 -0.784 0.304
O -2.266 -0.545 1.728 -0.668
H -1.744 -0.276 0.887 0.395
H -1.689 -0.494 2.474 0.302
O 1.753 -2.206 -1.020 -0.687
H 1.575 -3.088 -0.665 0.313
H 0.914 -1.832 -1.287 0.348
O 2.102 0.407 -0.056 -0.674
H 2.328 -0.523 -0.227 0.365
H 2.433 0.864 -0.876 0.299
O -1.231 2.304 -0.908 -0.660
H -0.413 2.241 -1.555 0.304
H -0.927 2.168 -0.002 0.364
O 0.154 1.399 1.424 -0.666
H 0.638 1.758 2.126 0.280
H 0.828 0.834 0.984 0.394
```

Output
HOMO level   -10.6695 eV
Relative energy (zero: lowest compared OMol25 entry of this formula, charge and spin)   26.2 kcal/mol
SMILES   O.O.O.O.O.O


Entry 5:
Here is an isolated ion of composition C6H16N2 and charge -1 in a non-equilibrium geometry from OMol25. Energies are from the ωB97M-V functional and the def2-TZVPD basis.

Geometry as XYZ:
```
24
Properties=species:S:1:pos:R:3:mulliken_charge:R:1
C -1.739 -1.666 1.537 -1.725
C -1.814 -0.762 0.334 -0.338
C -0.605 -0.748 -0.617 -1.068
C 0.773 -0.685 0.043 0.406
C 1.252 0.775 0.166 -1.457
N 2.319 1.046 -0.803 -0.142
C 2.804 2.409 -0.751 -1.325
N -2.969 -1.086 -0.427 -0.146
H -0.869 -1.510 2.174 0.512
H -1.599 -2.700 1.193 0.079
H -2.604 -1.581 2.195 0.985
H -1.868 0.270 0.733 -0.753
H -0.683 -1.714 -1.139 0.143
H -0.817 0.053 -1.323 0.014
H 0.729 -1.128 1.031 -0.040
H 1.547 -1.230 -0.497 0.662
H 0.423 1.486 0.126 0.222
H 1.697 0.989 1.135 0.593
H 1.995 0.826 -1.736 0.212
H 3.883 2.457 -0.949 0.377
H 2.400 3.050 -1.548 0.405
H 2.580 2.891 0.192 0.399
H -3.797 -0.986 0.151 0.371
H -3.039 -0.457 -1.220 0.612
```

Output
HOMO level (alpha / beta)   1.3645 / -5.4577 eV
Total charge   -1
Spin multiplicity   2
Relative energy (zero: lowest compared OMol25 entry of this formula, charge and spin)   11.3 kcal/mol


Entry 6:
Here is C34H34N5O3P3S2Sc as an isolated structure from OMol25. Energies are from the ωB97M-V functional and the def2-TZVPD basis.

Geometry as XYZ:
```
82
Properties=species:S:1:pos:R:3:mulliken_charge:R:1
Sc 0.452 -0.241 0.108 -0.873
S -1.330 -0.486 1.618 -0.204
P 0.535 1.609 1.994 0.960
C -0.980 1.228 1.106 0.131
P -2.470 2.197 0.852 2.337
S -3.771 1.376 -0.360 -0.644
C -2.000 3.842 0.256 -0.244
C -2.935 4.870 0.372 -0.522
C -2.656 6.126 -0.141 -0.756
C -1.448 6.364 -0.785 -0.934
C -0.525 5.339 -0.924 -0.481
C -0.807 4.083 -0.409 1.506
C -3.187 2.474 2.499 0.080
C -2.847 3.569 3.289 -0.179
C -3.323 3.664 4.588 -0.915
C -4.139 2.667 5.104 -0.593
C -4.496 1.583 4.313 -0.671
C -4.028 1.489 3.011 -0.550
C 0.455 1.441 3.805 0.129
C 1.664 1.559 4.494 -0.474
C 1.703 1.414 5.871 -0.757
C 0.534 1.146 6.572 -0.595
C -0.668 1.029 5.892 -0.811
C -0.712 1.174 4.512 0.105
C 1.189 3.294 1.803 0.004
C 0.694 4.365 2.545 -0.216
C 1.200 5.640 2.357 -0.827
C 2.219 5.855 1.438 -0.582
C 2.748 4.790 0.724 -0.770
C 2.237 3.513 0.914 -0.305
H -3.885 4.684 0.858 0.534
H -3.384 6.919 -0.044 0.444
H -1.232 7.347 -1.181 0.422
H 0.418 5.520 -1.424 0.457
H -0.089 3.280 -0.507 -0.947
H -2.228 4.359 2.885 0.566
H -3.060 4.519 5.196 0.452
H -4.510 2.743 6.117 0.430
H -5.147 0.815 4.706 0.434
H -4.311 0.655 2.381 0.362
H 2.577 1.778 3.950 0.447
H 2.643 1.516 6.397 0.459
H 0.562 1.035 7.647 0.414
H -1.583 0.830 6.434 0.477
H -1.655 1.081 3.993 0.270
H -0.082 4.192 3.280 0.630
H 0.804 6.467 2.930 0.473
H 2.614 6.852 1.294 0.431
H 3.567 4.950 0.035 0.445
H 2.661 2.672 0.377 0.521
N 2.065 -3.361 -2.677 0.180
C 1.376 -2.230 -2.519 -0.635
N 1.402 -1.896 -1.242 0.171
C 2.141 -2.884 -0.659 0.183
N 2.560 -3.795 -1.502 -0.718
C 2.363 -2.837 0.785 0.344
C 3.077 -3.783 1.502 -0.376
N 3.218 -3.689 2.818 -0.566
C 2.635 -2.659 3.417 -0.574
C 1.912 -1.703 2.710 -0.199
N 1.785 -1.786 1.389 0.312
H 2.239 -3.884 -3.522 0.215
H 0.886 -1.685 -3.310 0.602
H 3.536 -4.626 1.001 0.482
H 2.738 -2.580 4.492 0.443
H 1.423 -0.875 3.209 0.367
C -0.904 1.277 -5.003 -0.805
O -0.341 0.596 -3.859 -0.193
P -0.735 1.149 -2.381 0.098
O -0.955 -0.299 -1.638 0.575
C -2.068 -1.177 -1.930 -0.757
O 0.810 1.125 -1.679 0.253
C 1.771 2.061 -2.195 -0.882
H -0.307 0.983 -5.862 0.260
H -0.856 2.358 -4.876 0.345
H -1.938 0.973 -5.150 0.324
H -1.889 -2.089 -1.366 0.217
H -2.081 -1.388 -3.000 0.305
H -2.991 -0.713 -1.595 0.129
H 2.744 1.783 -1.797 0.289
H 1.527 3.078 -1.889 0.183
H 1.800 1.989 -3.282 0.355
```

Output
HOMO level   -9.7621 eV
Total charge   +1
Relative energy (zero: lowest compared OMol25 entry of this formula, charge and spin)   0.0 kcal/mol


Entry 7:
Here is C46H40F9GeN5NaP as an isolated structure from OMol25. Energies are from the ωB97M-V functional and the def2-TZVPD basis.

Geometry as XYZ:
```
103
Properties=species:S:1:pos:R:3:mulliken_charge:R:1
Na -0.685 1.020 1.389 1.504
N 1.366 2.071 2.261 -0.075
C 1.621 3.513 2.172 -0.793
C 1.030 4.080 0.889 -0.659
C 1.673 3.510 -0.372 0.881
C 0.976 3.917 -1.664 -1.135
N -0.426 3.494 -1.658 -0.453
H 1.613 1.702 3.173 0.215
H 1.949 1.576 1.595 -0.666
H 2.696 3.740 2.213 0.311
H 1.152 4.000 3.029 0.476
H 1.139 5.171 0.907 0.406
H -0.043 3.871 0.866 0.230
H 1.676 2.412 -0.325 -0.698
H 2.724 3.811 -0.430 0.338
H 1.553 3.515 -2.505 0.343
H 0.995 5.008 -1.756 0.527
H -0.518 2.489 -1.542 -0.014
H -0.896 3.741 -2.519 0.309
N -4.508 5.321 4.644 -0.633
C -3.878 4.341 4.583 0.489
N -3.193 3.225 4.635 -0.766
C -2.559 2.641 3.667 0.506
N -1.958 2.028 2.876 -0.926
F -6.091 2.472 -6.093 -0.301
C -6.558 1.822 -5.011 0.827
F -7.196 0.720 -5.458 -0.272
F -7.516 2.611 -4.474 -0.269
C -5.485 1.488 -4.026 0.510
C -5.812 0.725 -2.920 -1.335
C -4.842 0.410 -1.976 0.150
C -3.528 0.847 -2.122 -0.396
C -3.222 1.614 -3.249 -0.346
C -4.182 1.935 -4.195 -1.005
P -2.114 0.490 -0.972 1.370
C -1.127 -0.640 -1.893 -0.409
C -1.686 -1.637 -2.694 0.763
C -0.961 -2.582 -3.397 -2.115
C 0.467 -2.479 -3.292 0.924
C 1.092 -1.568 -2.515 -1.641
C 0.382 -0.597 -1.581 1.795
C 1.300 -3.354 -4.175 0.621
F 2.557 -3.552 -3.723 -0.242
F 1.436 -2.846 -5.427 -0.316
F 0.766 -4.587 -4.346 -0.315
C -3.033 -0.456 0.336 -0.793
C -2.771 -1.802 0.565 -0.499
C -3.399 -2.484 1.601 -0.835
C -4.298 -1.817 2.419 0.382
C -4.564 -0.468 2.216 -0.895
C -3.927 0.205 1.185 -0.333
C -4.959 -2.528 3.558 0.835
F -4.917 -3.868 3.423 -0.298
F -4.384 -2.246 4.744 -0.255
F -6.259 -2.191 3.682 -0.286
H -6.828 0.365 -2.795 0.364
H -5.118 -0.194 -1.121 0.340
H -2.197 1.942 -3.394 0.476
H -3.920 2.525 -5.063 0.423
H -2.771 -1.673 -2.781 0.431
H -1.432 -3.324 -4.026 0.376
H 2.179 -1.550 -2.513 0.306
H 0.783 0.411 -1.799 -0.125
H -2.071 -2.310 -0.090 0.072
H -3.193 -3.534 1.767 0.451
H -5.243 0.058 2.876 0.426
H -4.116 1.264 1.043 0.642
C 0.606 -0.844 -0.065 -0.837
Ge 2.393 -1.071 0.585 1.151
C 2.314 -1.068 2.576 0.397
C 3.346 -0.758 3.467 0.003
C 3.157 -0.801 4.848 -0.790
C 1.922 -1.158 5.374 -0.480
C 0.883 -1.483 4.509 -0.829
C 1.080 -1.437 3.132 -0.287
C 3.752 0.259 0.008 0.239
C 4.388 1.199 0.828 0.407
C 5.332 2.091 0.324 -0.866
C 5.657 2.074 -1.024 -0.550
C 5.038 1.153 -1.862 -0.780
C 4.104 0.259 -1.350 -0.302
C 3.371 -2.778 0.287 0.163
C 2.790 -3.822 -0.434 -0.114
C 3.449 -5.042 -0.592 -0.769
C 4.703 -5.234 -0.027 -0.463
C 5.298 -4.202 0.696 -0.771
C 4.635 -2.990 0.847 -0.284
H 0.154 -1.823 0.167 -0.152
H 4.330 -0.500 3.093 0.150
H 3.977 -0.550 5.512 0.391
H 1.768 -1.174 6.447 0.354
H -0.090 -1.752 4.905 0.468
H 0.245 -1.655 2.474 0.314
H 4.142 1.261 1.881 0.186
H 5.802 2.808 0.989 0.370
H 6.383 2.775 -1.421 0.338
H 5.278 1.131 -2.918 0.432
H 3.645 -0.454 -2.027 0.319
H 1.814 -3.675 -0.885 0.340
H 2.982 -5.835 -1.166 0.386
H 5.218 -6.180 -0.149 0.339
H 6.278 -4.346 1.139 0.388
H 5.114 -2.193 1.412 0.219
```

Output
HOMO level   -0.9774 eV
Total charge   -2


Entry 8:
Here is a 2-piece molecular cluster, C4H10N2O2 overall in a non-equilibrium geometry from OMol25. Energies are from the ωB97M-V functional and the def2-TZVPD basis.

Geometry as XYZ:
```
18
Properties=species:S:1:pos:R:3:mulliken_charge:R:1
C -1.944 0.809 -0.163 -1.263
C -0.916 -0.207 0.246 0.463
C -1.153 -1.516 0.078 -1.111
H 0.192 -0.211 1.507 0.460
H -2.848 0.361 -0.596 0.421
H -2.246 1.416 0.696 0.225
H -1.534 1.509 -0.898 0.241
H -2.091 -1.903 -0.324 0.279
H -0.455 -2.277 0.421 0.334
N 1.773 0.283 -0.719 -0.016
C 1.071 0.666 0.373 0.468
N 1.996 -1.071 -1.010 -0.643
O 0.847 1.988 0.382 -0.469
O 1.262 0.021 1.526 -0.642
H 0.710 2.269 1.297 0.374
H 1.690 0.871 -1.536 0.266
H 1.090 -1.545 -1.020 0.313
H 2.556 -1.461 -0.260 0.300
```

Output
HOMO level   -8.1072 eV
Relative energy (zero: lowest compared OMol25 entry of this formula, charge and spin)   126.4 kcal/mol


What E values result from the calculations? In sequence: -9862.180 -164315.596 -15150.430 -12479.977 -9459.777 -119640.022 -150483.349 -11381.423 eV.